# 1
34
Properties=species:S:1:pos:R:3 method="wB97M-V/def2-TZVPD" relative_energy_kcal_mol=141.4 smiles=COc1cccc(N2CCNCC2)c1OC e_lumo_ev=0.680 homo_ev=-7.1 gap_ha=0.286 multiplicity=1
O -0.9058 -3.3705 0.6488
O -1.7519 -0.7689 0.8797
N 0.0633 1.1372 -0.4888
N 0.8317 3.8621 0.0542
C 0.6509 -1.7965 -2.1931
C -1.2783 -0.6928 2.2952
C -0.0780 -4.4393 1.1783
C -0.3988 -2.3907 -0.1850
C 0.3191 1.5451 0.7997
C 0.0308 2.1428 -1.5059
C 1.2885 2.6922 0.8093
C 0.3646 -2.7924 -1.2945
C -0.1010 -0.1103 -0.8971
C 0.2435 -0.5220 -2.2122
C -0.1024 3.5771 -1.1077
C -0.7893 -1.0250 0.0156
H 0.6157 -3.7846 -1.5097
H -0.6162 2.0940 1.1252
H 0.6521 0.7781 1.6121
H 0.9888 2.1087 -2.1130
H -1.0476 3.8315 -0.6339
H 0.1075 4.3520 0.6502
H -0.3117 -4.4224 2.2679
H -0.2572 -5.3509 0.6310
H 1.2042 -2.1627 -3.0211
H -1.4940 0.3604 2.5205
H -0.3028 -1.0764 2.4623
H -0.8367 1.8882 -2.1191
H -0.0339 -0.0097 -3.0807
H 2.2275 2.2345 0.4172
H 1.5856 2.9818 1.9131
H 0.1980 4.3871 -1.8728
H -2.0784 -1.1747 2.8899
H 1.0122 -4.0829 1.0644

***

# 2
38
Properties=species:S:1:pos:R:3 method="wB97M-V/def2-TZVPD" smiles="CO/C([O-])=N/N=C(/C)[C@H](C(=O)N(C)C)n1ccnc1C" e_lumo_ev=2.830 homo_ev=-3.2 charge=-1 gap_ha=0.220 multiplicity=1
O 2.8024 -3.5538 -0.4251
O 3.6998 -1.5531 0.2244
O -3.0829 -0.1059 0.1510
N -2.1266 1.0892 1.7682
N 1.5242 -1.5572 -0.0526
N 0.6915 2.0406 -2.6448
N 0.4452 -2.2154 -0.3478
N -0.4209 0.6747 -1.2700
C -0.7132 -0.0766 -0.0729
C -1.8131 -2.3454 -0.9752
C -3.4084 1.6915 2.1061
C -1.1021 1.3246 2.7780
C 4.9677 -2.2198 0.2097
C -0.6639 -1.5493 -0.4714
C -0.6108 0.2066 -2.5636
C 0.8603 2.7401 -0.3223
C 0.4024 1.8096 -1.3783
C 0.0954 1.0696 -3.3853
C -2.0317 0.3237 0.6360
C 2.6868 -2.3777 -0.1236
H -0.3347 0.5400 2.8082
H 5.1439 -2.6975 -0.7603
H -1.8293 -3.3055 -0.4325
H 0.4177 2.5351 0.6571
H 0.0930 0.1595 0.6106
H -2.7647 -1.8211 -0.8274
H -0.6429 2.3088 2.6038
H -3.3069 2.7797 2.0042
H -4.2078 1.3324 1.4610
H -1.2745 -0.6043 -2.8240
H 1.9592 2.7234 -0.2807
H 0.5728 3.7411 -0.6702
H -1.5945 1.3693 3.7619
H 0.1971 1.0372 -4.4560
H -1.6717 -2.5837 -2.0443
H 5.7000 -1.4441 0.4010
H 5.0066 -2.9912 0.9907
H -3.6655 1.5049 3.1564

***

# 3
42
Properties=species:S:1:pos:R:3 method="wB97M-V/def2-TZVPD" relative_energy_kcal_mol=11.8 e_lumo_ev="0.106 / -0.519" homo_ev="-6.1 / -6.8" gap_ha="0.230 / 0.231" multiplicity=4
V 0.1347 0.1087 0.1853
S -0.4796 0.2713 -2.0912
S -0.1064 0.5061 2.8457
S 0.0631 -2.4508 0.1689
S -3.4265 0.5457 -2.6113
S -2.2879 0.3682 0.1722
N 2.1401 0.2756 -0.5073
N 0.5689 -2.7534 2.7627
N -1.6296 -2.9890 2.1744
N -0.1672 2.7367 1.4000
N -1.5720 2.7096 3.2114
N 0.5733 1.9901 0.5037
C -2.7981 -2.9562 1.2984
C 3.9813 -0.4129 -1.8706
C 1.8845 4.0146 -0.0572
C 3.5349 1.9183 -1.5931
C 0.3031 -2.8602 4.1810
C 2.4513 1.5870 -0.7560
C -2.1658 0.4148 -1.5881
C 2.9011 -0.6758 -1.0633
C -0.3731 -2.7421 1.8102
C -0.6594 2.0721 2.4543
C 1.6215 2.5513 -0.1111
C 4.2951 0.9230 -2.1464
H 1.1542 4.5831 -0.6416
H -2.0758 3.4952 2.8328
H -0.3094 -2.0288 4.5412
H -1.8206 -3.0396 3.1633
H -2.4663 -2.9972 0.2676
H 4.5495 -1.2289 -2.2912
H 5.1220 1.1701 -2.7981
H 1.4784 -2.4594 2.4499
H -0.1873 -3.8076 4.4162
H 2.5958 -1.6919 -0.8411
H -3.4257 -3.8167 1.5251
H 2.8697 4.2632 -0.4399
H -3.3484 -2.0282 1.4407
H 1.8313 4.3707 0.9753
H -2.0547 2.1506 3.8926
H 3.7494 2.9545 -1.8083
H -0.6165 3.5733 1.0528
H 1.2511 -2.8395 4.7107

***

# 4
33
Properties=species:S:1:pos:R:3 method="wB97M-V/def2-TZVPD" relative_energy_kcal_mol=56.5 e_lumo_ev=-3.284 homo_ev=-12.8 charge=+1 gap_ha=0.350 multiplicity=1
S 0.2819 -2.9892 -0.7868
O -0.5452 -1.1873 2.1358
N 0.4459 0.4555 1.0374
C 0.4567 1.6059 0.1646
C 1.3888 1.3226 -1.0751
C -4.2008 0.3789 0.7219
C 2.7806 0.9780 -0.5028
C -2.0328 -0.0309 -0.9027
C 2.5794 -0.1964 0.4782
C -4.3447 0.3213 -0.6683
C -1.8876 -0.0578 0.5012
C -0.5881 -0.3151 1.1949
C -3.2893 0.0482 -1.4691
C -3.0379 -0.0161 1.3638
C 1.6757 0.2268 1.7255
H 3.3410 0.5550 -1.2341
H 0.7641 2.4030 0.6784
H 3.2009 1.7542 0.0457
H -1.2244 -1.8244 2.2754
H -3.0649 -0.0364 2.3728
H 3.5839 -0.5745 0.8930
H 2.1236 -1.0299 -0.1956
H 1.4585 2.1570 -1.6356
H -5.0611 0.6031 1.4367
H -0.4212 -4.0234 -0.2459
H 1.1999 0.4184 -1.7356
H 2.2072 1.1685 2.2516
H -5.3725 0.4433 -1.1642
H -3.2750 0.0447 -2.4924
H 0.1165 -3.1701 -2.1130
H -1.2945 -0.2297 -1.6301
H 1.7277 -0.6524 2.3507
H -0.5985 1.9269 -0.2821

***

# 5
43
Properties=species:S:1:pos:R:3 method="wB97M-V/def2-TZVPD" relative_energy_kcal_mol=0.0 smiles="O=C1OCCO1.O=C1OCCO1.O=C1OCCO1.O=C1OCCO1.O" e_lumo_ev=0.503 homo_ev=-10.2 gap_ha=0.394 multiplicity=1
O 19.4995 -6.9057 13.9653
O 22.8733 -0.7752 12.2643
O 19.8314 -0.2771 13.3862
O 22.4173 -6.6918 9.5214
O 23.0484 -1.9252 14.1406
O 17.6985 -0.7839 13.1391
O 19.6192 -4.7053 14.2366
O 20.4806 -4.1214 10.8902
O 22.4626 -5.9314 11.6515
O 23.3069 0.3460 14.1324
O 21.4034 -5.9772 14.7603
O 19.2272 -1.9634 12.0166
O 22.2931 -8.1188 11.2099
C 19.1259 0.8191 13.9644
C 22.1976 -7.9545 8.9043
C 17.7156 0.2791 14.0931
C 18.2149 -6.4664 13.5918
C 22.3783 -6.8210 10.8572
C 22.4103 -8.9500 10.0485
C 22.6945 -2.8661 13.1141
C 20.2892 -5.8854 14.3614
C 23.0647 -2.1080 11.8488
C 18.9314 -1.0906 12.7824
C 18.2099 -4.9740 13.9556
C 23.0949 -0.6788 13.5795
H 20.7840 -4.5286 11.7106
H 21.6472 -9.7088 10.2038
H 19.5229 1.1176 14.9343
H 23.3944 -3.7020 13.0827
H 17.0021 1.0514 13.8134
H 17.5249 -0.0907 15.0978
H 24.1015 -2.2608 11.5355
H 21.2424 -8.1402 8.3949
H 18.0820 -4.4147 13.0312
H 19.6341 -3.7059 11.1165
H 23.3949 -9.4034 9.9067
H 21.6625 -3.1907 13.1897
H 17.3779 -6.9938 14.0462
H 22.4026 -2.3405 11.0148
H 19.2470 1.6889 13.3156
H 17.5947 -4.6644 14.7911
H 18.1628 -6.5646 12.5043
H 22.8850 -7.9916 8.0552

***

# 6
32
Properties=species:S:1:pos:R:3 method="wB97M-V/def2-TZVPD" relative_energy_kcal_mol=109.1 smiles="C[C@]12C/C(=C(/O)CO)[C@]3(C)[C@@]1(C)[C@]23C" e_lumo_ev=0.682 homo_ev=-7.8 gap_ha=0.312 multiplicity=1
O 4.0953 -1.3841 2.4218
O 3.4844 -0.8950 -0.1373
C -0.9665 -0.1276 -0.8918
C 0.5236 0.1225 -0.5500
C 1.1115 -0.7065 0.5961
C -0.6722 2.6197 -0.4133
C -1.9207 -0.5898 -1.9277
C 2.8374 -1.8870 1.9608
C -0.5247 1.1247 -0.1763
C -0.3628 -0.8770 1.3069
C 2.4289 -1.2395 0.7058
C 1.2417 0.3289 -1.8838
C -1.3699 0.0646 0.5247
C -2.7761 0.2503 0.9511
H 1.9334 -1.6726 2.5928
H -0.6208 2.8637 -1.5652
H -0.2549 -0.5732 2.4266
H -2.9365 1.3909 0.8306
H 4.2490 -0.6908 0.3905
H 2.8029 -2.9989 1.6581
H -2.9373 -0.0438 1.9797
H -2.3503 0.1754 -2.6398
H -1.6776 2.9278 -0.1059
H -1.5745 -1.3908 -2.5005
H 0.0772 3.1744 0.0687
H -2.8889 -0.9807 -1.3352
H 1.5535 -0.6265 -2.1874
H 0.5962 0.7542 -2.6398
H 4.1507 -2.0309 3.2238
H -3.4527 -0.3619 0.3463
H 2.1035 0.9708 -1.7708
H -0.6947 -1.8933 1.1425

***

Listing maximum force for the structures above in their given order: 5.451, 3.780, 0.714, 6.708, 2.052, 4.649 eV Å⁻¹.
Listing energy for the structures above in their given order: -727.851184, -967.566926, -3731.623770, -995.925332, -1446.201269, -618.343653 Ha.